(1)
Here is a structure of composition C3H3O3V from the Open Molecules 2025 dataset. Energies are from wB97M-V/def2-TZVPD.

CARTESIAN COORDINATES (ANGSTROEM)
1 O -0.27 0.26 0.35
2 C -0.05 1.65 0.45
3 O -0.69 2.06 1.47
4 C 0.06 -1.63 -0.98
5 H -0.96 -1.97 -0.81
6 H 0.74 -2.29 -1.52
7 C 0.54 -0.54 -0.40
8 O 0.61 2.24 -0.38
9 V -1.58 0.48 2.20
10 H 1.60 -0.27 -0.38

## Properties
E_HOMO (alpha / beta): -7.4 / -9.9 eV
Kohn-Sham gap (alpha / beta): 0.2549 / 0.3613 Ha
LUMO (alpha / beta): -0.42 / -0.11 eV
expectation value of S²: 6.00
2S+1: 5

Results of the Löwdin charge analysis, in e, for atoms 1 through 4: atom 1 (O): -0.1505, atom 2 (C): -0.7291, atom 3 (O): -0.1639, atom 4 (C): 0.0450



(2)
Here is a structure of composition C3H3O4P from the Open Molecules 2025 dataset. Energies are from wB97M-V/def2-TZVPD.

CARTESIAN COORDINATES (ANGSTROEM)
1 C -1.36 0.56 0.15
2 C 0.41 -0.87 -0.30
3 C -0.97 -0.81 -0.35
4 O -2.30 0.91 0.81
5 O 0.83 1.95 -1.25
6 O 2.37 0.49 0.70
7 O -1.90 -1.65 -0.55
8 P 0.42 0.93 -0.33
9 H 1.95 -0.46 0.87
10 H 3.36 0.42 0.53
11 H -2.82 -1.47 -0.29

## Properties
E_HOMO (alpha / beta): -6.7 / -9.7 eV
Kohn-Sham gap (alpha / beta): 0.2290 / 0.2502 Ha
LUMO (alpha / beta): -0.51 / -2.86 eV
expectation value of S²: 2.03
2S+1: 3

Results of the Löwdin charge analysis, in e, for atoms 1 through 4: atom 1 (C): -0.4156, atom 2 (C): 0.0266, atom 3 (C): -0.4699, atom 4 (O): 0.0747



(3)
Here is a structure of composition C3H3O4Rb from the Open Molecules 2025 dataset. Energies are from wB97M-V/def2-TZVPD.

CARTESIAN COORDINATES (ANGSTROEM)
1 H 1.09 -3.57 -0.95
2 C 0.40 -3.24 -0.16
3 C -0.11 -4.26 0.59
4 O -0.33 -5.52 -0.15
5 C -1.27 -6.26 -0.23
6 O -1.83 -7.25 -0.18
7 Rb -3.08 0.46 -0.95
8 O -0.10 -2.07 -0.24
9 H -0.60 -4.29 1.56
10 O -3.91 -2.42 -0.53
11 H -3.75 -2.97 0.23

## Properties
E_HOMO: -6.2 eV
Kohn-Sham gap: 0.2040 Ha
LUMO: -0.64 eV

Results of the Löwdin charge analysis, in e, for atoms 1 through 4: atom 1 (H): 0.1110, atom 2 (C): -0.3528, atom 3 (C): -0.0581, atom 4 (O): 0.1689



(4)
Here is a structure of composition C3H3O4Rb from the Open Molecules 2025 dataset. Energies are from wB97M-V/def2-TZVPD.

CARTESIAN COORDINATES (ANGSTROEM)
1 C -0.40 0.62 -1.60
2 C 1.06 0.69 -2.11
3 O 1.83 -0.18 -1.77
4 O -0.77 -0.42 -1.10
5 H -1.12 1.33 -2.05
6 H 1.31 1.45 -2.86
7 Rb 1.17 -2.56 0.17
8 O 0.02 -1.21 2.63
9 O -1.53 -0.09 3.80
10 C -0.75 -0.23 2.85
11 H -0.82 0.60 2.04

## Properties
E_HOMO: -7.1 eV
Kohn-Sham gap: 0.1859 Ha
LUMO: -2.05 eV

Results of the Löwdin charge analysis, in e, for atoms 1 through 4: atom 1 (C): -0.1535, atom 2 (C): -0.1678, atom 3 (O): 0.0177, atom 4 (O): 0.0282



(5)
Here is a structure of composition C3H3O4S from the Open Molecules 2025 dataset. Energies are from wB97M-V/def2-TZVPD.

CARTESIAN COORDINATES (ANGSTROEM)
1 C -0.93 1.90 0.43
2 C -1.54 -0.98 -1.17
3 C 1.29 -1.09 0.09
4 O -0.30 2.87 0.74
5 O -1.89 1.49 -0.13
6 O -0.72 -1.03 -1.98
7 O -0.19 0.76 1.24
8 S -0.32 -0.78 0.93
9 H 1.78 -0.03 0.08
10 H 1.04 -1.28 -0.96
11 H 1.79 -1.83 0.72

## Properties
E_HOMO: -3.7 eV
Kohn-Sham gap: 0.2644 Ha
LUMO: 3.51 eV
net charge: -1

Results of the Löwdin charge analysis, in e, for atoms 1 through 4: atom 1 (C): -0.7863, atom 2 (C): -0.1765, atom 3 (C): -0.3333, atom 4 (O): 0.0327



(6)
Here is an isolated molecule of C3H3OP from the Open Molecules 2025 dataset. Energies are from wB97M-V/def2-TZVPD.

CARTESIAN COORDINATES (ANGSTROEM)
1 O -2.48 1.16 1.26
2 C -1.41 0.64 1.22
3 C -0.52 0.39 0.14
4 C 0.52 0.12 -0.39
5 P 1.86 -0.28 -1.43
6 H -0.92 0.24 2.21
7 H 0.82 -0.88 -2.20
8 H 2.13 -1.38 -0.81

## Properties
E_HOMO: -10.1 eV
Kohn-Sham gap: 0.3761 Ha
LUMO: 0.13 eV
SMILES: O=CC#CP

Results of the Löwdin charge analysis, in e, for atoms 1 through 4: atom 1 (O): 0.0563, atom 2 (C): -0.3263, atom 3 (C): -0.0528, atom 4 (C): -0.4059



(7)
Here is a structure of composition C3H3OS2 from the Open Molecules 2025 dataset. Energies are from wB97M-V/def2-TZVPD.

CARTESIAN COORDINATES (ANGSTROEM)
1 C 0.42 -0.56 0.05
2 C 0.96 1.05 0.92
3 C -1.00 -0.48 -0.41
4 O 0.73 1.22 2.11
5 S 1.59 1.90 -0.35
6 S 1.50 -1.67 -0.38
7 H -1.13 0.10 -1.48
8 H -1.74 0.03 0.17
9 H -1.33 -1.59 -0.63

## Properties
E_HOMO: -3.2 eV
Kohn-Sham gap: 0.2500 Ha
LUMO: 3.58 eV
net charge: -1

Results of the Löwdin charge analysis, in e, for atoms 1 through 4: atom 1 (C): -0.8777, atom 2 (C): -1.0229, atom 3 (C): -0.2222, atom 4 (O): -0.1146



(8)
Here is a cluster of 19 separate species, C3H44O18 in total from the Open Molecules 2025 dataset. Energies are from wB97M-V/def2-TZVPD.

CARTESIAN COORDINATES (ANGSTROEM)
1 C 0.79 1.78 -1.00
2 C 0.32 2.07 -2.40
3 C -0.41 3.44 -2.42
4 H 1.63 2.41 -0.69
5 H 1.24 0.79 -0.83
6 H -0.07 1.88 -0.34
7 H -0.42 1.32 -2.69
8 H 1.03 2.15 -3.22
9 H 0.05 4.16 -1.75
10 H -0.35 3.91 -3.40
11 H -1.42 3.33 -2.04
12 H -0.32 2.45 2.19
13 H -1.15 1.20 2.26
14 O -1.24 2.13 2.01
15 H -5.10 2.06 1.19
16 H -3.76 1.35 1.31
17 O -4.53 1.43 0.75
18 H 1.68 2.62 1.80
19 H 1.62 1.30 2.69
20 O 1.45 2.27 2.68
21 H -2.78 2.98 2.61
22 H -3.71 3.62 1.66
23 O -3.73 3.26 2.56
24 H 4.10 1.95 2.07
25 H 3.54 3.31 1.73
26 O 3.90 2.51 1.31
27 H -2.15 -1.47 2.13
28 H -1.12 -2.62 2.21
29 O -1.46 -1.85 2.69
30 H 4.51 -0.11 -1.26
31 H 3.64 -1.26 -1.50
32 O 4.36 -0.78 -1.93
33 H 0.93 -3.13 0.08
34 H 2.25 -2.44 0.42
35 O 1.68 -2.65 -0.33
36 H -0.06 -4.29 1.01
37 H -0.22 -4.60 2.53
38 O 0.15 -3.98 1.90
39 H 1.10 -0.81 4.08
40 H 0.23 -1.08 2.89
41 O 0.96 -0.52 3.16
42 H 2.82 0.10 -3.73
43 H 2.63 -1.10 -4.57
44 O 2.72 -0.13 -4.66
45 H 2.55 3.72 -1.25
46 H 4.05 3.41 -1.57
47 O 3.45 3.92 -1.02
48 H -2.14 -2.46 -1.93
49 H -3.30 -2.47 -0.93
50 O -2.60 -3.09 -1.30
51 H 0.41 -0.87 -2.90
52 H 0.65 -1.61 -1.45
53 O 0.04 -1.09 -2.02
54 H -2.86 -0.26 -1.89
55 H -4.33 -0.93 -1.61
56 O -3.52 -0.93 -2.15
57 H -5.30 -1.91 0.63
58 H -4.92 -0.35 0.47
59 O -4.76 -1.28 0.14
60 H 3.48 -1.90 1.72
61 H 2.31 -1.10 2.22
62 O 3.07 -1.04 1.63
63 H -1.66 -4.72 -0.74
64 H -0.56 -4.59 -1.60
65 O -0.71 -4.56 -0.64

## Properties
E_HOMO (alpha / beta): -12.9 / -12.9 eV
Kohn-Sham gap (alpha / beta): 0.3415 / 0.0901 Ha
LUMO (alpha / beta): -3.61 / -10.45 eV
expectation value of S²: 0.76
2S+1: 2
net charge: +1

Results of the Löwdin charge analysis, in e, for atoms 1 through 4: atom 1 (C): -0.1166, atom 2 (C): -0.3058, atom 3 (C): -0.1041, atom 4 (H): 0.0396



Computed values of E_tot (unit: eV) for the preceding records, in sequence: -34987.093 -20631.679 -11998.432 -12003.354 -22185.071 -14492.416 -26877.474 -40670.312.
Computed values of energy relative to the best compared isomer or geometry (same formula, charge and spin) (unit: kcal per mole) for the preceding records, in sequence: 0.00 34.52 149.50 36.00 24.50 60.10 35.40 0.00.